32
Properties=species:S:1:pos:R:3:mulliken_charge:R:1 method="wB97M-V/def2-TZVPD" spin_multiplicity=5 total_energy_ha=-5262.8490 homo_energy_ev="-8.03 / -7.98" largest_force_ev_per_a=0.66 s_squared=6.0145 lumo_energy_ev="-0.493 / -0.782" gap_ev="7.54 / 7.20"
Br 2.43711 -4.16242 -3.24294 -0.1731
Fe 0.25079 -0.32064 0.43467 0.0322
Cl 0.73275 -2.36847 2.19918 1.9911
O 0.87775 2.54266 0.00883 -0.7219
O 2.06874 -2.48673 1.71758 -0.5970
O 0.46336 -0.97885 2.58485 -0.6450
O -0.17999 -2.59081 1.06716 -0.6607
O -2.63731 -1.15146 1.15404 -0.4702
O 0.44588 -3.25241 3.26059 -0.6603
N 1.45827 -0.77166 -1.17612 -0.4039
N -1.75641 -0.13966 0.79072 0.0679
N -0.02828 1.74965 0.40896 0.3217
C 2.24928 0.17116 -1.70954 -0.0251
C 2.38587 -2.38186 -2.64227 -0.4664
C 1.52459 -2.03228 -1.62047 0.2031
C -1.24086 2.14050 0.70016 0.4522
C -1.64648 3.57860 0.61923 -1.4937
C -2.15163 1.06365 1.03686 0.8391
C 3.13523 -0.12075 -2.72841 -0.8075
C -3.48993 1.35352 1.63133 -1.4755
C 3.20526 -1.41860 -3.20701 0.1262
H -1.50252 4.09742 1.57055 0.3021
H 0.89078 -2.75938 -1.13119 0.5355
H 2.12374 1.16661 -1.29303 0.5395
H -4.23447 1.45060 0.83780 0.3217
H -2.69006 3.68740 0.32644 0.3766
H -2.06711 -1.93630 1.19620 0.4008
H -3.46096 2.28788 2.18621 0.3739
H -1.00862 4.06921 -0.11482 0.4208
H 3.88584 -1.68317 -4.00472 0.4550
H 3.75955 0.65875 -3.13933 0.4064
H -3.80015 0.53783 2.27849 0.4345